{
  "formula": "C36H56F5N2O2",
  "method": "wB97M-V/def2-TZVPD",
  "species": ["C", "C", "C", "C", "C", "C", "C", "C", "C", "C", "C", "C", "C", "C", "F", "F", "F", "N", "C", "C", "C", "O", "C", "C", "C", "C", "C", "C", "O", "C", "N", "H", "H", "H", "H", "H", "H", "H", "H", "H", "H", "H", "H", "H", "H", "H", "H", "H", "H", "H", "H", "H", "H", "H", "H", "H", "H", "H", "H", "H", "H", "H", "H", "H", "H", "H", "H", "H", "H", "H", "H", "H", "H", "H", "H", "H", "H", "F", "C", "C", "C", "C", "C", "C", "H", "H", "H", "H", "H", "F", "C", "C", "C", "C", "C", "C", "H", "H", "H", "H", "H"],
  "xyz": [[7.081, -1.572, 4.369], [6.045, -2.058, 3.342], [5.461, -0.934, 2.484], [6.516, -0.189, 1.638], [6.321, -0.348, 0.128], [5.011, 0.215, -0.432], [4.673, 1.632, 0.034], [3.383, 2.181, -0.607], [2.267, 2.607, 0.368], [0.926, 1.909, 0.115], [-0.206, 2.520, 0.939], [-1.622, 1.989, 0.700], [-1.964, 0.505, 0.817], [-1.467, -0.072, 2.182], [-1.373, 0.861, 3.088], [-0.271, -0.615, 2.059], [-2.253, -1.004, 2.664], [-1.296, -0.347, -0.224], [-2.048, -1.263, -0.727], [-3.452, -1.174, -0.255], [-3.794, -2.414, 0.614], [-2.663, -3.230, 0.833], [-2.651, -4.455, 0.103], [-1.295, -5.089, 0.306], [-0.161, -4.336, -0.379], [-3.449, 0.244, 0.384], [-4.670, 0.736, 1.186], [-4.818, 0.624, 2.701], [-5.238, -0.711, 2.979], [-5.815, 1.636, 3.243], [-5.933, 1.433, 4.687], [8.106, -1.759, 4.040], [6.985, -0.495, 4.548], [6.964, -2.075, 5.332], [5.233, -2.576, 3.864], [6.497, -2.802, 2.673], [4.932, -0.236, 3.145], [4.698, -1.361, 1.821], [7.511, -0.571, 1.889], [6.538, 0.874, 1.898], [7.162, 0.123, -0.396], [6.370, -1.419, -0.112], [5.066, 0.209, -1.528], [4.175, -0.444, -0.155], [4.559, 1.633, 1.125], [5.521, 2.291, -0.185], [2.988, 1.409, -1.279], [3.619, 3.033, -1.252], [2.109, 3.689, 0.313], [2.564, 2.393, 1.403], [1.066, 0.842, 0.358], [0.683, 1.979, -0.957], [0.043, 2.485, 2.001], [-0.245, 3.583, 0.674], [-1.949, 2.297, -0.301], [-2.305, 2.472, 1.408], [-0.307, -0.264, -0.440], [-1.636, -1.974, -1.438], [-4.112, -1.160, -1.130], [-4.596, -2.987, 0.136], [-4.163, -2.063, 1.572], [-2.836, -4.266, -0.968], [-3.449, -5.112, 0.472], [-1.108, -5.154, 1.382], [-1.349, -6.117, -0.071], [-0.464, -4.017, -1.384], [0.723, -4.964, -0.502], [0.142, -3.453, 0.195], [-3.472, 0.885, -0.509], [-5.550, 0.242, 0.753], [-4.765, 1.799, 0.933], [-3.871, 0.814, 3.215], [-5.092, -0.883, 3.919], [-5.436, 2.644, 3.060], [-6.763, 1.526, 2.694], [-6.248, 2.274, 5.155], [-6.637, 0.729, 4.880], [3.559, 1.282, -3.790], [3.017, 0.163, -4.308], [2.709, 0.136, -5.653], [2.163, -1.025, -6.181], [1.947, -2.133, -5.373], [2.281, -2.078, -4.026], [2.814, -0.920, -3.475], [2.899, 1.007, -6.265], [1.920, -1.066, -7.234], [1.543, -3.042, -5.797], [2.155, -2.952, -3.405], [3.121, -0.866, -2.439], [-3.736, 4.161, -0.330], [-3.925, 3.679, -1.580], [-3.091, 4.102, -2.594], [-3.289, 3.577, -3.864], [-4.294, 2.646, -4.097], [-5.114, 2.237, -3.054], [-4.936, 2.762, -1.780], [-2.319, 4.832, -2.391], [-2.655, 3.902, -4.677], [-4.443, 2.249, -5.092], [-5.903, 1.518, -3.231], [-5.569, 2.472, -0.952]],
  "atomic_forces_ev_per_a": [[0.088, 0.014, 0.025], [0.008, -0.102, -0.058], [-0.084, 0.029, 0.045], [0.029, 0.005, 0.066], [0.057, -0.078, -0.061], [-0.072, 0.033, 0.050], [0.026, 0.076, 0.108], [-0.060, -0.046, -0.112], [-0.012, -0.042, 0.152], [0.015, -0.126, -0.152], [0.117, 0.041, 0.057], [-0.237, 0.157, -0.272], [0.116, -0.286, -0.010], [-0.564, 0.116, -0.876], [-0.062, 1.353, 1.096], [1.361, -0.430, -0.413], [-1.003, -1.002, 0.197], [-0.483, -0.502, -0.143], [0.437, 0.489, 0.146], [-0.122, 0.031, 0.108], [-0.340, -0.071, 0.050], [0.198, 0.203, -0.170], [-0.002, 0.001, 0.104], [0.011, -0.305, 0.003], [0.076, 0.129, -0.058], [0.357, 0.065, -0.160], [-0.068, 0.259, 0.001], [0.497, -0.326, -0.195], [0.058, 0.053, 0.178], [-0.059, -0.076, 0.007], [-0.293, -0.039, -0.076], [-0.099, 0.094, 0.000], [-0.010, -0.126, 0.015], [0.002, 0.029, -0.112], [0.023, 0.089, -0.095], [-0.021, 0.044, 0.132], [0.069, -0.034, -0.093], [0.038, 0.033, 0.061], [-0.073, 0.037, -0.016], [-0.003, -0.099, -0.034], [-0.082, -0.023, 0.091], [0.025, 0.123, -0.045], [-0.025, -0.037, 0.111], [0.045, 0.043, -0.044], [0.057, 0.008, -0.095], [-0.082, -0.045, 0.047], [-0.014, 0.101, 0.037], [0.007, -0.162, 0.001], [0.005, -0.073, 0.026], [-0.007, 0.069, -0.111], [0.014, 0.134, -0.029], [0.004, -0.033, 0.094], [0.040, -0.057, -0.051], [-0.050, -0.084, 0.131], [0.050, -0.040, 0.106], [0.103, 0.091, -0.171], [0.006, 0.052, 0.077], [-0.061, 0.069, 0.107], [0.056, -0.001, 0.039], [0.084, 0.042, 0.018], [-0.063, 0.008, 0.081], [0.014, -0.009, 0.071], [0.045, 0.104, -0.030], [-0.026, -0.063, -0.106], [0.027, 0.142, 0.025], [0.068, -0.041, 0.036], [-0.060, 0.054, 0.071], [-0.077, -0.062, -0.084], [-0.138, -0.069, 0.100], [0.072, 0.111, -0.013], [-0.023, -0.118, 0.134], [0.020, 0.031, -0.050], [-0.054, 0.073, -0.086], [0.009, -0.057, -0.021], [0.045, 0.050, 0.103], [0.088, -0.027, -0.055], [0.058, 0.024, 0.022], [0.017, 0.085, 0.027], [0.014, -0.051, -0.041], [-0.070, 0.026, 0.012], [0.001, -0.006, -0.023], [0.019, 0.009, 0.024], [-0.020, 0.006, -0.033], [0.069, -0.032, -0.016], [0.013, 0.003, 0.003], [-0.005, 0.001, -0.007], [-0.003, -0.001, 0.005], [-0.040, -0.072, 0.070], [-0.032, 0.006, -0.013], [-0.030, 0.044, -0.013], [0.014, -0.022, 0.038], [-0.002, -0.013, 0.008], [0.007, -0.016, -0.023], [0.030, -0.011, 0.025], [0.026, 0.043, -0.026], [-0.034, -0.098, 0.014], [-0.001, 0.009, 0.003], [0.000, 0.005, -0.007], [0.002, -0.002, -0.004], [-0.022, 0.018, -0.007], [-0.052, 0.053, -0.053]],
  "charge": 1,
  "orbital_gap_ev": 7.9
}


{
  "formula": "C37H66NO9",
  "method": "wB97M-V/def2-TZVPD",
  "species": ["C", "C", "C", "C", "C", "C", "C", "C", "C", "C", "C", "C", "C", "C", "C", "C", "C", "N", "O", "C", "C", "C", "C", "H", "H", "H", "H", "H", "H", "H", "H", "H", "H", "H", "H", "H", "H", "H", "H", "H", "H", "H", "H", "H", "H", "H", "H", "H", "H", "H", "H", "H", "H", "H", "H", "H", "H", "H", "H", "H", "H", "H", "H", "H", "H", "O", "C", "O", "C", "C", "C", "H", "H", "H", "H", "H", "H", "O", "C", "O", "C", "C", "C", "H", "H", "H", "H", "H", "H", "O", "C", "O", "C", "C", "C", "H", "H", "H", "H", "H", "H", "O", "C", "O", "C", "C", "C", "H", "H", "H", "H", "H", "H"],
  "xyz": [[-3.856, 2.889, 1.564], [-4.253, 1.773, 2.622], [-5.734, 1.290, 2.447], [-5.996, 0.522, 1.096], [-4.739, -0.245, 0.541], [-5.145, -1.616, -0.145], [-4.263, -1.931, -1.411], [-2.764, -2.216, -1.041], [-1.827, -0.930, -1.128], [-1.645, -0.471, -2.606], [-0.881, 0.885, -2.813], [0.681, 0.786, -2.514], [1.045, 0.577, -1.006], [-0.955, 1.207, -4.374], [-2.280, 1.879, -4.874], [-3.202, 0.819, -5.612], [-1.866, 2.890, -6.037], [-3.078, 2.576, -3.852], [-4.104, 1.908, -3.445], [-2.288, 3.157, -2.754], [-3.344, 3.731, -1.713], [-1.382, 4.374, -3.148], [-1.431, 2.096, -1.961], [-4.500, 2.710, 0.671], [-2.767, 2.906, 1.333], [-4.189, 3.876, 1.980], [-4.202, 2.282, 3.622], [-3.506, 0.949, 2.672], [-6.373, 2.210, 2.452], [-5.978, 0.646, 3.329], [-6.395, 1.232, 0.335], [-6.784, -0.252, 1.291], [-4.020, -0.503, 1.354], [-4.278, 0.385, -0.253], [-5.009, -2.421, 0.614], [-6.233, -1.569, -0.392], [-4.684, -2.882, -1.835], [-4.414, -1.128, -2.165], [-2.297, -3.052, -1.607], [-2.758, -2.485, 0.051], [-2.290, -0.179, -0.455], [-0.866, -1.253, -0.652], [-2.665, -0.343, -3.038], [-1.134, -1.267, -3.207], [1.107, 1.770, -2.847], [1.127, 0.021, -3.198], [2.086, 0.965, -0.852], [0.365, 1.066, -0.280], [1.112, -0.522, -0.807], [-0.896, 0.208, -4.885], [-0.021, 1.742, -4.671], [-2.548, 0.374, -6.405], [-4.094, 1.315, -6.045], [-3.507, -0.019, -4.953], [-2.716, 3.546, -6.328], [-1.000, 3.512, -5.699], [-1.489, 2.259, -6.873], [-2.773, 4.309, -0.941], [-4.059, 4.386, -2.258], [-3.854, 2.917, -1.156], [-1.093, 4.881, -2.196], [-0.465, 4.080, -3.702], [-1.994, 5.127, -3.708], [-2.045, 1.788, -1.079], [-0.567, 2.660, -1.524], [-0.840, 3.250, 0.850], [-0.368, 2.945, 1.915], [-1.082, 2.377, 2.915], [-0.252, 2.238, 4.081], [1.168, 2.250, 3.560], [1.058, 3.165, 2.351], [-0.458, 3.074, 4.756], [-0.495, 1.306, 4.589], [1.895, 2.583, 4.300], [1.459, 1.238, 3.232], [1.188, 4.217, 2.617], [1.754, 2.882, 1.564], [2.662, -0.111, 3.770], [1.919, -1.054, 3.835], [0.569, -0.939, 3.910], [-0.016, -2.240, 4.085], [1.020, -3.214, 3.564], [2.323, -2.505, 3.891], [-0.227, -2.386, 5.148], [-0.952, -2.297, 3.529], [0.937, -4.208, 4.003], [0.920, -3.316, 2.480], [2.672, -2.738, 4.899], [3.095, -2.723, 3.160], [5.340, -4.816, 5.807], [5.710, -4.434, 4.735], [4.894, -4.340, 3.652], [5.667, -3.955, 2.503], [6.905, -3.286, 3.057], [7.115, -4.035, 4.363], [5.902, -4.854, 1.925], [5.082, -3.278, 1.880], [7.755, -3.330, 2.382], [6.697, -2.236, 3.264], [7.714, -4.938, 4.225], [7.555, -3.400, 5.129], [7.060, -1.665, 0.848], [6.978, -1.980, -0.306], [8.042, -2.044, -1.143], [7.594, -2.343, -2.474], [6.240, -3.000, -2.299], [5.709, -2.315, -1.052], [7.533, -1.408, -3.038], [8.311, -3.001, -2.961], [5.594, -2.894, -3.170], [6.369, -4.068, -2.104], [5.182, -1.388, -1.288], [5.074, -2.975, -0.466]],
  "atomic_forces_ev_per_a": [[-0.995, -0.635, 0.618], [-0.027, 1.230, 0.482], [0.723, 0.104, -0.273], [0.202, -0.541, 0.679], [-0.869, -0.543, -0.532], [0.466, 0.751, -0.011], [-0.623, -1.157, 0.519], [0.111, 1.278, 0.688], [-0.270, -1.491, 0.009], [-0.144, 0.589, 0.721], [0.769, 0.395, -0.659], [-0.849, 0.532, 0.074], [1.094, -0.727, -0.673], [-0.127, -0.918, 0.899], [0.104, -0.093, -2.853], [0.924, -0.006, 0.329], [0.467, -0.248, 0.943], [0.861, -1.390, 0.762], [-0.015, 0.435, -0.195], [-0.296, 1.390, 2.237], [0.828, 0.003, -0.162], [-0.664, 0.040, -0.061], [-0.085, -0.024, -0.242], [0.806, 0.222, 0.439], [-1.319, 0.027, -0.006], [0.439, -0.693, -0.415], [0.034, -0.616, -0.651], [-0.644, 0.526, -0.218], [0.337, -0.810, 0.263], [-0.042, 0.500, -0.732], [0.335, -0.620, 0.406], [0.445, 0.772, -0.209], [-0.384, 0.564, -0.700], [0.035, -0.309, 0.775], [-0.192, 0.343, -0.567], [0.829, -0.151, -0.102], [0.311, 0.836, 0.077], [0.289, -0.466, 0.441], [-0.485, 0.515, 0.210], [0.041, -0.142, -0.925], [0.489, -0.197, -0.682], [-0.650, 0.502, -0.520], [0.686, -0.081, 0.245], [-0.312, 0.533, 0.523], [-0.338, -0.759, 0.291], [-0.208, 0.334, 0.741], [-0.852, -0.206, 0.066], [0.312, -0.293, -0.598], [-0.215, 0.903, 0.125], [0.047, 0.854, 0.306], [-0.940, 0.024, 0.135], [-0.742, 0.436, 0.433], [0.558, -0.401, 0.237], [0.027, 0.670, -0.332], [0.574, -0.558, 0.025], [-0.836, -0.297, -0.345], [-0.433, 0.619, 0.347], [-0.527, -0.345, -0.683], [0.342, -0.421, 0.559], [0.182, 0.639, -0.822], [-0.006, -0.544, -0.720], [-0.613, 0.276, 0.267], [0.661, -0.663, 0.152], [0.583, -0.068, -0.810], [-0.780, -0.499, -0.384], [0.097, -0.226, 0.283], [0.182, 0.445, -0.240], [0.059, 0.043, -0.361], [0.161, -0.021, 0.483], [0.145, -0.195, -0.305], [0.188, -0.330, 0.352], [-0.064, 0.006, -0.086], [-0.186, 0.032, -0.151], [-0.049, -0.082, 0.006], [-0.313, 0.984, 0.226], [-0.022, 0.026, -0.178], [-0.102, 0.275, -0.127], [-0.104, -0.673, 0.056], [0.733, -0.011, 0.271], [0.178, 0.171, -0.064], [-0.363, -0.290, 0.027], [0.085, -0.393, -0.086], [-0.412, -0.224, -0.322], [0.041, 0.047, -0.026], [0.030, 0.256, 0.049], [-0.044, 0.073, 0.022], [-0.039, 0.002, 0.059], [0.153, 0.035, -0.077], [0.186, 0.148, 0.273], [-0.393, 0.110, -0.240], [0.285, -0.387, 0.580], [0.013, -0.056, 0.102], [0.044, 0.080, -0.356], [0.386, 0.044, 0.212], [-0.040, 0.421, -0.375], [-0.031, -0.006, 0.047], [-0.127, -0.078, 0.131], [-0.082, 0.007, 0.022], [0.022, -0.060, -0.099], [-0.011, 0.000, 0.149], [0.019, -0.289, 0.150], [0.287, 0.020, -0.452], [-0.195, 0.434, 0.349], [-0.100, -0.055, 0.220], [0.098, -0.053, -0.383], [-0.320, -0.207, -0.201], [0.053, -0.409, -0.340], [0.004, -0.014, 0.055], [0.126, 0.129, 0.166], [0.088, 0.027, 0.005], [0.013, 0.055, -0.041], [-0.035, -0.015, 0.143], [-0.075, 0.274, 0.131]],
  "spin_multiplicity": 2,
  "s_squared": 0.75,
  "charge": 0,
  "orbital_gap_ev": [8.2, 9.3]
}


{
  "formula": "C4H13N4O",
  "method": "wB97M-V/def2-TZVPD",
  "species": ["C", "C", "O", "N", "H", "H", "H", "H", "H", "C", "C", "N", "N", "N", "H", "H", "H", "H", "H", "H", "H", "H"],
  "xyz": [[1.577, -0.497, -2.592], [0.240, -0.637, -1.873], [0.072, -0.552, -0.675], [-0.741, -1.060, -2.728], [-1.589, -1.465, -2.361], [-0.740, -1.117, -3.739], [1.568, -0.419, -3.676], [2.220, -1.362, -2.334], [2.372, 0.202, -2.330], [0.211, 1.790, 0.517], [-0.620, 0.113, 2.199], [-1.684, -0.235, 1.516], [0.106, 1.205, 1.881], [-0.260, -0.662, 3.268], [-1.640, -0.117, 0.501], [-2.306, -1.015, 1.660], [0.920, 1.286, 2.468], [0.612, -0.452, 3.745], [-0.964, -0.894, 3.957], [0.010, 2.871, 0.392], [-0.611, 1.369, -0.023], [1.246, 1.647, 0.225]],
  "atomic_forces_ev_per_a": [[1.697, -0.450, 0.111], [0.757, -0.658, -2.217], [-0.166, -0.324, 0.307], [-0.820, -0.129, 0.172], [0.092, 0.263, 0.420], [0.869, 0.268, 0.356], [-0.613, -0.282, -0.030], [-0.920, -0.409, -0.271], [-0.938, 1.061, 0.761], [-0.446, 1.123, 1.039], [0.844, 0.152, 0.655], [-1.292, 0.113, -2.074], [-0.171, -0.789, -0.077], [0.293, 0.690, 0.521], [0.231, 0.558, 0.388], [0.594, -0.267, 1.041], [0.093, 0.314, -0.015], [-0.176, 0.211, -0.270], [-0.252, -0.265, -0.381], [0.137, -0.246, 1.219], [0.517, -0.403, -0.850], [-0.330, -0.531, -0.806]],
  "relative_energy_kj_mol": 161.92,
  "charge": 1,
  "orbital_gap_ev": 11.1
}